A structure of composition C45H89BMnN7Si6Te. Source: the Open Molecules 2025 dataset; level of theory: wB97M-V/def2-TZVPD.

Summary:
multiplicity: 6
frontier orbital gap (spin up / spin down): 0.2329 / 0.2390 Ha
net charge: -1
strongest force on any atom: 1.877 eV/A
E: -5332.60864 Eh

Cartesian coordinates (Å):
Mn -0.215290 -0.587093 -0.642200
C 4.881256 -3.899934 -2.506792
C 3.882004 -2.979316 -3.129175
C 3.920229 -2.433153 -4.389933
C 2.776250 -1.605628 -4.463318
N 2.097707 -1.660829 -3.335771
N 2.764481 -2.506561 -2.512868
B 2.408453 -2.677673 -1.020471
N 0.993362 -3.279027 -0.726889
N 0.237799 -2.796372 0.309059
C -0.485063 -3.823536 0.759770
C -0.266491 -4.954351 -0.046812
C 0.694725 -4.572510 -0.953266
C 1.420151 -5.400965 -1.959707
C -1.229366 -3.851210 2.087307
C -2.748196 -3.884699 1.929875
C -0.794551 -5.131505 2.821465
C -0.842682 -2.658677 2.947998
N 2.579452 -1.330403 -0.287119
N 2.047024 -0.188464 -0.817887
C 2.806414 0.814686 -0.395131
C 3.803361 0.336964 0.469115
C 3.620897 -1.025979 0.513330
C 4.381715 -2.050459 1.286534
C 2.698157 2.224662 -0.915812
C 3.938017 2.460290 -1.794773
C 2.709391 3.217152 0.244238
C 1.450762 2.427387 -1.770456
C 2.386562 -0.704865 -5.614612
C 3.532860 0.289585 -5.849551
C 1.101500 0.073652 -5.305301
C 2.192550 -1.551103 -6.877817
H 5.702910 -4.049342 -3.207266
H 4.453524 -4.875504 -2.271381
H 5.288210 -3.490441 -1.583112
H 4.676437 -2.599136 -5.139473
H 3.212254 -3.453948 -0.576988
H -0.708236 -5.930997 0.051275
H 0.865056 -6.318078 -2.150621
H 2.410252 -5.670695 -1.585199
H 1.562268 -4.869441 -2.900870
H -3.060745 -4.654979 1.223594
H -3.120293 -2.925189 1.580071
H -3.209265 -4.094447 2.898541
H -1.169190 -6.030617 2.331306
H -1.191153 -5.113659 3.839001
H 0.292881 -5.198453 2.876629
H -1.434723 -2.674785 3.864987
H -1.015027 -1.711984 2.435126
H 0.214275 -2.694595 3.218333
H 4.561268 0.901692 0.985422
H 4.920880 -1.561155 2.096674
H 5.103949 -2.578123 0.662126
H 3.707340 -2.791009 1.713196
H 4.853251 2.422740 -1.201602
H 3.875718 3.440475 -2.274022
H 4.003619 1.696581 -2.571169
H 2.703381 4.239007 -0.141296
H 3.598945 3.094213 0.864966
H 1.831154 3.072195 0.873741
H 1.608823 2.056285 -2.783442
H 1.204044 3.489636 -1.828188
H 0.580343 1.918641 -1.349556
H 3.695918 0.899642 -4.959778
H 3.291238 0.954003 -6.682660
H 4.466756 -0.226904 -6.079651
H 0.987155 0.232415 -4.234317
H 0.221942 -0.467270 -5.647590
H 1.111754 1.046062 -5.802453
H 3.106932 -2.085571 -7.142045
H 1.911744 -0.914769 -7.720986
H 1.400087 -2.285251 -6.722607
C -4.163393 -0.233901 0.872993
Si -3.809061 -0.701575 -0.909062
C -3.580009 -2.562385 -1.113236
C -5.483923 -0.470012 -1.779706
C -2.386249 0.208221 -1.695996
C -2.021740 -0.683942 -2.802270
C -2.602857 -0.703035 -4.087820
C -2.294996 -1.711936 -4.968568
C -1.368373 -2.685041 -4.599498
C -0.772909 -2.567135 -3.363248
N -1.084372 -1.607930 -2.487596
Si -2.671792 1.978695 -2.162281
C -2.363853 3.185007 -0.754105
C -1.550247 2.492435 -3.592989
C -4.393805 2.486208 -2.785899
H -4.897026 -0.916041 1.311248
H -4.599968 0.767853 0.889947
H -3.270634 -0.217304 1.498663
H -4.377932 -3.093192 -0.592080
H -2.621755 -2.941422 -0.763589
H -3.657588 -2.807327 -2.176954
H -6.132282 -1.312588 -1.523562
H -5.386923 -0.450285 -2.866371
H -5.991046 0.444080 -1.472714
H -3.332997 0.053435 -4.342465
H -2.768785 -1.747818 -5.943445
H -1.095710 -3.494356 -5.262708
H -0.019193 -3.267612 -3.046124
H -1.301597 3.270107 -0.523021
H -2.860815 2.876842 0.168083
H -2.745522 4.170893 -1.036825
H -0.499347 2.333105 -3.370493
H -1.696814 3.557719 -3.791999
H -1.773783 1.948371 -4.512409
H -5.128301 2.510250 -1.980349
H -4.788202 1.838421 -3.570008
H -4.319262 3.498050 -3.194229
C 2.951104 2.429025 3.742227
Si 1.464743 1.708772 4.642131
C 1.516529 2.294316 6.439303
C 1.695069 -0.155188 4.668760
Si -0.503421 2.238651 3.484805
Te -0.362234 0.860746 1.444641
Si -2.335375 1.597371 4.802342
C -3.963196 1.857040 3.896011
C -2.475228 2.529393 6.444737
C -2.172253 -0.227778 5.227275
Si -0.687512 4.569546 3.247153
C 0.611721 5.449752 2.203527
C -0.549869 5.350863 4.963432
C -2.350302 5.086778 2.533682
H 3.877925 2.155733 4.253626
H 2.908508 3.517093 3.670825
H 2.983845 2.025891 2.728209
H 2.441289 1.952890 6.911450
H 0.680727 1.886465 7.010010
H 1.476438 3.380134 6.524706
H 2.632990 -0.415015 5.167585
H 1.725278 -0.532064 3.645150
H 0.878085 -0.663473 5.184093
H -4.273125 2.902054 3.926723
H -4.753073 1.255213 4.352200
H -3.877770 1.563446 2.851016
H -2.967239 3.494026 6.313896
H -1.505106 2.711318 6.907557
H -3.075536 1.939922 7.142456
H -1.720085 -0.775701 4.403166
H -3.155002 -0.662578 5.424630
H -1.547515 -0.373456 6.111310
H 1.621930 5.076447 2.367703
H 0.594928 6.512675 2.459034
H 0.393646 5.351059 1.140272
H 0.404412 5.118312 5.436603
H -1.338965 5.022030 5.637719
H -0.617878 6.437356 4.863199
H -2.413772 4.830321 1.475425
H -2.474434 6.168362 2.636224
H -3.186330 4.600087 3.034128

Cartesian forces, eV/Å:
Mn -0.4 -0.8 -1.2
C 0.0 0.0 0.0
C 0.0 0.0 0.0
C -0.1 0.0 0.0
C 0.1 0.0 -0.1
N -0.1 0.0 0.1
N 0.1 -0.2 0.0
B 0.0 0.1 0.0
N -0.1 0.0 -0.2
N 0.2 0.0 0.1
C -0.2 -0.1 0.0
C 0.1 0.0 0.0
C 0.0 0.0 -0.1
C 0.0 0.0 0.0
C 0.1 0.0 -0.1
C 0.0 0.0 -0.1
C 0.0 0.0 0.0
C 0.0 0.0 0.0
N 0.1 -0.1 0.1
N 0.0 -0.2 -0.1
C 0.0 0.1 0.0
C 0.0 0.0 0.0
C 0.0 -0.1 0.0
C 0.0 0.0 0.0
C 0.0 0.0 0.0
C 0.0 0.1 0.0
C 0.0 0.0 0.0
C -0.1 -0.1 0.0
C 0.0 0.0 0.1
C 0.0 0.0 0.0
C 0.0 0.0 0.0
C 0.0 0.0 0.0
H 0.0 0.0 0.0
H 0.0 0.0 0.0
H 0.0 0.0 0.0
H 0.0 0.0 0.0
H 0.0 0.0 0.1
H 0.0 0.0 0.0
H 0.0 0.0 0.0
H 0.0 0.0 0.0
H 0.0 0.0 0.0
H 0.0 0.0 0.0
H -0.1 0.1 -0.1
H 0.0 0.0 0.0
H 0.0 0.0 0.0
H 0.0 0.0 0.0
H 0.0 0.0 0.0
H 0.0 -0.1 0.0
H 0.0 -0.1 0.1
H 0.0 0.0 0.0
H 0.0 0.0 0.0
H 0.0 0.0 0.0
H 0.0 0.0 0.0
H 0.0 0.0 0.0
H 0.0 0.0 0.0
H 0.0 0.0 0.0
H 0.0 0.0 0.0
H 0.0 0.0 0.0
H 0.0 0.0 0.0
H 0.0 0.0 0.0
H 0.0 -0.1 0.0
H 0.0 0.0 -0.1
H 0.0 0.1 0.0
H 0.0 0.0 0.0
H 0.0 0.0 0.0
H 0.0 0.0 0.0
H 0.0 0.1 0.0
H -0.1 -0.1 0.0
H 0.0 0.0 -0.1
H 0.0 0.0 0.0
H 0.0 0.0 0.0
H 0.0 0.0 0.0
C 0.0 0.0 0.0
Si -0.1 0.0 0.1
C 0.1 0.0 0.0
C 0.0 0.1 0.0
C 0.1 -0.1 0.0
C 0.1 0.1 -0.1
C 0.0 0.0 0.1
C 0.1 0.0 -0.1
C 0.0 0.0 0.0
C -0.1 0.0 0.1
N 0.3 0.1 -0.3
Si 0.1 0.1 0.0
C 0.0 0.0 0.0
C -0.1 0.0 0.0
C 0.0 -0.1 0.0
H 0.0 0.0 0.0
H 0.0 0.1 0.0
H 0.0 0.0 0.0
H -0.1 0.0 0.1
H 0.1 -0.1 0.0
H 0.0 0.0 0.0
H 0.0 0.0 0.0
H 0.0 0.0 -0.1
H 0.0 0.1 0.0
H 0.0 0.0 0.0
H 0.0 0.0 0.0
H 0.0 0.0 0.0
H 0.1 0.0 0.0
H 0.0 0.0 0.0
H 0.0 -0.1 0.0
H 0.0 0.0 0.0
H 0.1 0.0 0.0
H 0.0 0.0 0.0
H 0.0 0.0 0.0
H -0.1 0.0 0.0
H 0.0 0.0 0.0
H 0.0 0.0 0.0
C 0.0 0.0 0.0
Si 0.1 -0.1 0.0
C -0.1 0.0 0.0
C 0.0 0.0 0.0
Si 0.1 0.0 0.1
Te -0.1 1.2 1.5
Si -0.1 -0.1 0.1
C 0.1 0.0 0.0
C 0.1 0.0 -0.1
C 0.0 0.0 0.0
Si 0.0 0.1 -0.1
C 0.0 -0.1 0.0
C 0.0 -0.1 0.0
C 0.0 -0.1 0.0
H 0.0 0.0 0.0
H 0.0 0.0 0.0
H 0.0 0.0 0.1
H 0.0 0.0 0.0
H 0.0 0.0 0.0
H 0.0 0.1 0.0
H 0.0 0.0 0.0
H 0.0 0.0 0.0
H 0.0 0.0 0.0
H 0.0 0.0 0.0
H 0.0 0.0 0.0
H 0.0 0.0 0.0
H 0.0 0.0 0.0
H 0.0 0.0 0.0
H 0.0 0.0 0.0
H 0.0 0.1 0.0
H 0.0 0.0 0.0
H 0.0 0.0 0.0
H 0.1 0.0 0.0
H 0.0 0.0 0.0
H 0.0 0.0 -0.1
H 0.1 0.0 0.0
H -0.1 0.0 0.0
H 0.0 0.0 0.0
H 0.0 0.0 0.0
H 0.0 0.0 0.0
H 0.0 0.0 0.1